Entry 1:
Computed, not measured: a structure of composition C17H25CuN5O2SSe2, with wB97M-V/def2-TZVPD.

XYZ file:
```
53
Properties=species:S:1:pos:R:3:forces:R:3:lowdin_spin:R:1
Cu -1.08202 -0.04298 -0.12705 -0.155 0.072 0.000 0.69
C 3.33630 0.80372 2.67322 0.016 0.021 -0.053 0.00
Se 2.03122 -0.19870 1.63443 -0.073 -0.067 -0.026 0.00
C 3.28973 -1.24042 0.55815 0.023 0.027 0.006 0.00
C 3.47321 -0.74557 -0.86875 0.019 0.087 -0.009 0.00
Se 1.96606 -1.12766 -2.05583 0.050 0.067 0.025 0.00
C 2.51297 -2.84684 -2.71405 0.000 -0.034 0.029 0.00
H 3.92498 0.11802 3.27619 -0.007 0.006 -0.010 0.00
H 2.77387 1.46479 3.32839 -0.006 -0.006 0.002 0.00
H 3.97033 1.39957 2.02220 -0.001 -0.005 0.017 0.00
H 3.00272 -2.28984 0.60328 -0.006 0.039 -0.012 0.00
H 4.25887 -1.14346 1.04967 -0.044 -0.056 0.018 0.00
H 4.32812 -1.21414 -1.35986 0.003 -0.020 -0.018 0.00
H 3.58925 0.33762 -0.90753 0.006 -0.053 -0.001 0.00
H 3.41456 -2.70402 -3.30836 0.002 0.006 -0.015 0.00
H 1.70602 -3.22784 -3.33588 0.008 -0.003 0.030 0.00
H 2.69664 -3.49455 -1.85918 0.012 0.006 -0.023 0.00
N -1.34572 1.31595 1.37048 0.085 0.102 -0.037 0.07
C -1.79337 0.65099 2.57412 -0.083 -0.038 0.075 0.00
C -2.15604 1.29622 3.72037 0.060 -0.118 0.003 0.00
C -2.56906 0.55260 4.84890 0.020 -0.021 -0.048 0.00
C -2.60528 -0.81211 4.80929 0.033 0.045 -0.060 0.00
C -2.24966 -1.50147 3.62516 -0.018 0.005 0.011 0.00
C -2.28275 -2.90799 3.48971 0.010 0.024 -0.014 0.00
C -1.94884 -3.48301 2.29599 0.001 0.042 -0.031 0.00
C -1.58735 -2.65903 1.21717 -0.034 -0.103 0.032 0.00
N -1.54270 -1.34900 1.31368 0.106 0.109 -0.045 0.06
C -1.85526 -0.75600 2.50174 -0.047 0.068 0.075 0.00
H -0.41152 1.70364 1.49421 -0.001 0.059 0.008 0.00
H -1.93068 2.10574 1.10486 0.001 -0.099 -0.029 0.00
H -2.11917 2.37529 3.77353 -0.009 0.080 -0.001 0.00
H -2.85230 1.07788 5.74868 -0.010 0.020 0.038 0.00
H -2.91066 -1.38015 5.67588 -0.030 -0.036 0.053 0.00
H -2.57977 -3.51588 4.33361 -0.010 -0.026 0.035 0.00
H -1.97069 -4.55354 2.16048 0.000 -0.027 -0.010 0.00
H -1.33842 -3.07179 0.25000 0.022 -0.032 -0.041 0.00
C -2.80260 5.46988 -1.77014 -0.016 0.018 -0.007 0.00
C -1.34173 5.02007 -1.79621 0.063 0.039 0.006 0.00
C -1.22198 3.55024 -2.01501 -0.001 0.102 0.025 0.00
N -1.09748 2.68226 -1.07850 0.027 0.134 0.044 0.00
N -1.08361 1.38700 -1.54345 0.050 -0.210 0.023 0.05
C -1.19502 1.30727 -2.85434 -0.036 -0.045 -0.035 0.00
N -1.17449 0.16392 -3.55192 -0.021 -0.142 -0.078 0.00
S -1.32254 2.84987 -3.60774 -0.020 -0.014 0.047 0.00
H -2.85770 6.53077 -1.54009 -0.017 0.044 -0.005 0.00
H -3.36341 4.92546 -1.01184 -0.017 -0.004 0.027 0.00
H -3.28511 5.31043 -2.73354 -0.023 -0.012 -0.025 0.00
H -0.84748 5.24935 -0.85191 -0.019 -0.010 0.000 0.00
H -0.80009 5.54625 -2.58406 0.017 0.016 0.027 0.00
H -1.09440 -0.70612 -3.03956 -0.013 0.035 -0.007 0.00
H -1.52137 0.14702 -4.49572 0.028 -0.006 0.004 0.00
O 0.82179 -1.67842 -0.82973 0.151 -0.132 0.055 0.00
O -0.50995 -1.45561 -1.33522 -0.095 0.046 -0.070 0.10
```
Forces are in eV/Å.

Its strongest force on any atom is 0.22 eV Å⁻¹. Its charge is +2. As for the LUMO energy (alpha / beta): -5.88 / -6.13 eV. Its spin multiplicity is 2.



Entry 2:
Computed, not measured: a cluster of 4 separate species, C17H25F10N2O7 in total at a distorted geometry, with wB97M-V/def2-TZVPD.

XYZ file:
```
61
Properties=species:S:1:pos:R:3:forces:R:3:lowdin_charge:R:1
C -5.94806 0.79634 3.24985 0.407 0.672 0.004 -0.06
C -4.46898 0.56437 2.71617 1.254 -0.208 1.000 -0.44
O -3.57006 0.44843 3.59508 -2.191 0.509 -2.396 -0.05
N -4.20865 0.53771 1.29367 -1.629 -1.201 2.767 -0.26
C -5.33049 -0.05685 0.51689 -0.015 0.247 -0.983 -0.12
N -2.97317 -0.02537 0.96869 2.002 1.396 -1.232 -0.10
C -2.08837 1.13726 0.72350 -2.450 -0.105 0.303 -0.45
C -2.78077 2.31424 -0.12133 1.143 0.494 0.240 -0.09
F -0.92941 0.70701 -0.01348 -0.859 0.414 0.726 -0.12
H -6.51169 1.50902 2.57501 0.402 -1.050 0.667 0.06
H -5.85394 1.30828 4.26193 -0.022 -0.776 -1.251 0.07
H -6.49598 -0.18361 3.40111 0.585 1.128 -0.405 0.07
H -4.96572 -0.12142 -0.56467 -0.470 0.040 1.594 0.08
H -6.21865 0.64888 0.52875 0.726 -1.041 0.121 0.06
H -5.59367 -1.11825 0.86446 0.209 1.408 -0.429 0.09
H -1.77710 1.58018 1.73072 0.510 -0.299 -1.194 0.11
H -3.54370 2.90386 0.49323 0.924 -1.100 -0.835 0.07
H -3.22896 1.93106 -1.09778 0.562 0.401 1.454 0.06
H -1.94466 3.07013 -0.34469 -1.124 -0.987 0.029 0.06
C -1.96096 8.68318 -2.15178 0.235 -0.262 0.045 -0.07
C -3.37998 8.26895 -2.48851 0.118 0.589 0.269 -0.21
O -3.39128 7.04017 -3.22879 -0.130 -0.710 -0.121 0.02
C -3.24797 5.91502 -2.50069 -0.081 1.365 0.700 -0.37
O -3.11538 5.89346 -1.31064 -0.038 -0.440 -0.573 0.17
C -3.32333 4.68623 -3.40241 0.144 -1.842 -0.810 -0.52
F -2.57330 4.81663 -4.51414 -0.038 0.429 0.264 0.15
F -4.58366 4.44939 -3.81922 0.057 0.486 0.266 0.16
F -2.90731 3.57310 -2.79129 -0.115 0.897 -0.004 0.16
H -1.35320 8.73888 -3.05793 -0.114 0.108 0.006 0.08
H -1.95057 9.65560 -1.65629 -0.045 -0.037 -0.046 0.08
H -1.48405 7.95493 -1.49269 -0.121 0.084 0.036 0.08
H -3.83934 9.02395 -3.12983 -0.009 -0.306 -0.160 0.12
H -4.00061 8.18596 -1.59289 0.127 -0.225 -0.064 0.13
C 1.62494 -0.90160 0.40772 0.195 -0.124 -0.193 -0.05
C 2.62612 -0.45459 1.45270 -1.047 0.229 -0.009 -0.19
O 3.89042 -1.12663 1.27785 1.269 -0.054 -0.381 0.02
C 4.69287 -0.63402 0.32233 -1.828 0.571 0.660 -0.39
O 4.42615 0.30552 -0.37412 0.774 -0.413 -0.037 0.17
C 6.00452 -1.41208 0.28241 1.377 -0.679 -0.237 -0.51
F 5.81500 -2.74682 0.31970 -0.284 0.602 -0.114 0.13
F 6.79855 -1.11032 1.32887 -0.430 0.153 -0.052 0.16
F 6.72253 -1.16158 -0.82279 -0.523 0.183 0.204 0.16
H 1.52042 -1.98966 0.41785 -0.044 0.050 0.159 0.08
H 0.64891 -0.44896 0.59019 0.102 -0.059 -0.013 0.06
H 1.95163 -0.62279 -0.59656 -0.054 0.126 0.095 0.08
H 2.26342 -0.72682 2.44565 0.335 -0.150 -0.062 0.13
H 2.76173 0.62957 1.44534 0.203 -0.146 -0.158 0.13
C 5.82598 -5.55512 0.77119 0.243 -0.473 0.127 -0.06
C 4.40737 -5.96310 0.42734 0.149 0.791 0.330 -0.19
O 4.39347 -7.20198 -0.30286 -0.117 -1.056 -0.040 0.03
C 4.52253 -8.31888 0.43186 -0.097 1.734 0.535 -0.38
O 4.64584 -8.33645 1.62509 -0.017 -0.618 -0.484 0.17
C 4.44550 -9.55288 -0.46232 0.007 -1.417 -0.960 -0.52
F 5.20575 -9.43602 -1.56635 -0.046 0.306 0.338 0.16
F 3.18782 -9.78379 -0.88505 0.139 0.382 0.301 0.16
F 4.85043 -10.66836 0.16349 -0.056 0.578 0.200 0.16
H 6.44158 -5.51216 -0.13040 -0.115 0.142 0.003 0.09
H 5.83885 -4.58257 1.25570 -0.060 -0.217 0.014 0.06
H 6.29329 -6.28029 1.44133 -0.128 0.037 0.019 0.08
H 3.95840 -5.21138 -0.22456 -0.010 -0.321 -0.149 0.13
H 3.77898 -6.03293 1.31839 0.110 -0.236 -0.086 0.13
```
Forces are in eV/Å.

Its strongest force on any atom is 3.43 eV Å⁻¹. Its charge is -1. As for the LUMO energy: 2.26 eV.



Entry 3:
Computed, not measured: a structure of composition C17H25MoN6O2S, with wB97M-V/def2-TZVPD.

XYZ file:
```
52
Properties=species:S:1:pos:R:3:forces:R:3:lowdin_spin:R:1
Mo -0.51116 0.25029 0.52411 0.523 -0.127 0.281 1.73
C -3.68060 1.91821 -1.84271 -0.023 -0.044 -0.081 0.00
C -2.69187 0.81784 -1.71135 0.238 0.023 0.415 0.01
O -2.09140 0.62615 -0.58995 -0.619 0.150 -0.200 0.03
N -2.40938 0.02315 -2.70764 0.053 -0.058 -0.168 0.01
C -1.38195 -1.02175 -2.61411 -0.075 0.058 -0.024 0.00
C 0.01704 -0.45115 -2.60804 0.016 0.037 0.032 0.01
C 0.73318 -0.45260 -3.78975 0.011 -0.021 -0.034 0.00
C 2.00130 0.10729 -3.83489 0.012 -0.005 -0.071 0.01
C 2.51726 0.65747 -2.67612 0.038 0.016 0.027 0.00
C 1.75545 0.61868 -1.52657 -0.037 -0.045 -0.017 0.01
N 0.52519 0.07579 -1.46819 -0.065 -0.035 0.008 0.00
H -3.94008 2.31555 -0.86698 0.001 -0.007 0.022 0.00
H -4.57943 1.56781 -2.35137 0.004 0.034 -0.020 0.00
H -3.23972 2.71704 -2.44446 -0.019 0.016 0.004 0.00
H -2.89656 0.16092 -3.58475 0.014 -0.023 -0.005 0.00
H -1.50641 -1.67265 -3.47451 0.004 -0.011 -0.014 0.00
H -1.58553 -1.61733 -1.72910 -0.006 -0.023 0.032 0.00
H 0.29537 -0.89319 -4.67597 0.019 0.011 0.000 0.00
H 2.56597 0.11690 -4.75838 -0.005 -0.003 0.014 0.00
H 3.49436 1.12005 -2.65519 -0.012 -0.005 -0.007 0.00
H 2.13031 1.04871 -0.61066 0.003 0.018 0.023 0.00
N -1.43556 -1.82562 0.84169 -0.032 0.034 -0.072 0.01
C -2.92188 -1.89451 1.05695 0.088 -0.007 -0.024 0.00
C -3.31346 -1.25451 2.37574 -0.022 -0.027 0.044 0.00
C -3.05943 0.23769 2.47310 0.100 0.028 0.006 0.00
N -1.58948 0.55080 2.44113 -0.145 0.014 -0.131 0.00
H -1.17738 -2.48636 0.11076 0.027 0.008 -0.033 0.01
H -0.99550 -2.22698 1.67074 -0.039 -0.050 0.029 0.00
H -3.22617 -2.94015 1.04285 -0.013 -0.014 0.037 0.00
H -3.41001 -1.39495 0.22132 -0.002 0.008 -0.016 0.00
H -2.81537 -1.77332 3.20308 -0.014 -0.004 0.001 0.00
H -4.38022 -1.42531 2.52680 -0.003 0.004 0.004 0.00
H -3.47601 0.62933 3.39995 -0.004 -0.023 0.024 0.00
H -3.52779 0.77212 1.64782 -0.004 0.016 -0.017 0.00
H -1.13533 0.03066 3.19191 0.031 -0.010 0.012 0.00
H -1.46020 1.52794 2.69669 -0.041 0.040 0.010 0.00
O 1.10220 4.10856 1.44589 0.009 -0.005 -0.016 0.05
C 0.68234 3.08029 1.14139 -0.062 -0.147 -0.024 0.04
N 0.25789 1.98269 0.81936 0.090 0.220 -0.056 0.03
S 1.20529 -1.04550 1.64738 0.003 -0.093 -0.014 0.02
C 2.88105 -0.50909 1.57069 0.002 -0.023 0.009 0.01
N 3.78545 -1.47284 1.27520 0.019 -0.025 0.008 0.00
C 5.11922 -1.29242 1.31641 -0.076 -0.026 -0.005 0.00
C 5.62788 -0.06355 1.65885 0.040 0.003 -0.006 0.00
C 4.73703 0.95552 1.97185 -0.022 0.038 0.016 0.00
C 3.36416 0.73262 1.92901 0.001 0.074 0.024 0.00
H 3.43217 -2.39717 1.05095 -0.003 -0.016 -0.019 0.00
H 5.72824 -2.15376 1.07933 0.003 0.003 -0.004 0.00
H 6.69766 0.08300 1.69697 -0.002 0.007 0.008 0.00
H 5.11217 1.92534 2.27429 -0.011 0.000 -0.011 0.00
H 2.66970 1.50630 2.21848 0.006 0.020 -0.001 0.00
```
Forces are in eV/Å.

Its strongest force on any atom is 0.67 eV Å⁻¹. Its charge is +3. As for the LUMO energy (alpha / beta): -10.94 / -10.20 eV. As for the relative energy (zero: lowest compared OMol25 entry of this formula, charge and spin): 2.4 kcal per mole. Its spin multiplicity is 3.



Entry 4:
Computed, not measured: the molecule C17H25N3O2S, with wB97M-V/def2-TZVPD.

XYZ file:
```
48
Properties=species:S:1:pos:R:3:forces:R:3:lowdin_charge:R:1
C -3.94331 -1.19182 -2.10099 -0.232 0.282 -0.002 -0.08
H -4.33352 -1.22260 -3.11561 -0.011 -0.080 -0.179 0.07
H -4.19031 -2.12565 -1.60323 -0.012 -0.134 0.049 0.07
H -2.86202 -1.10140 -2.14033 0.161 0.001 -0.004 0.05
C -4.55076 -0.01769 -1.33332 0.198 -0.317 -0.112 -0.25
N -4.04999 0.01884 0.03213 0.001 0.054 0.064 -0.20
C -5.03054 -0.30565 1.04628 -0.191 0.126 0.100 -0.26
C -6.08533 0.77369 1.32294 0.251 -0.237 -0.097 -0.08
H -5.62029 1.67215 1.72113 0.000 0.121 0.049 0.06
H -6.61812 1.03632 0.41147 -0.094 0.060 -0.069 0.07
H -6.80635 0.40779 2.04918 -0.115 0.018 0.092 0.07
H -5.52826 -1.22733 0.73373 0.024 -0.039 0.093 0.11
H -4.48789 -0.51982 1.97222 -0.069 -0.092 -0.012 0.11
C -3.21544 1.15805 0.34606 0.268 -0.058 -0.249 -0.21
H -3.03915 1.15304 1.42437 -0.018 0.058 0.046 0.13
C -1.86340 1.05751 -0.36295 -0.048 0.235 0.379 -0.16
C -0.88153 2.10357 0.15532 -0.235 -0.079 0.031 -0.17
N 0.39117 2.02639 -0.52645 -0.321 0.137 -0.290 0.07
C 1.56104 1.84802 0.11969 0.132 0.266 -0.478 -0.51
O 1.64038 1.70936 1.32320 0.143 0.068 0.353 0.07
C 2.78882 1.86580 -0.78323 0.120 -0.057 0.210 -0.10
C 3.46283 0.49022 -0.90142 -0.350 0.052 -0.207 -0.46
C 3.92928 0.00869 0.46435 0.242 0.006 -0.355 -0.50
O 5.02126 0.31828 0.88637 0.149 0.159 0.068 0.09
N 3.07598 -0.75152 1.18875 0.037 -0.423 0.459 0.15
C 1.81056 -1.21261 0.84808 -0.378 -0.211 -0.196 -0.25
C 0.96307 -1.67666 1.84936 0.040 0.074 -0.058 -0.01
C -0.27141 -2.21335 1.53819 0.044 -0.016 -0.015 -0.08
C -0.67778 -2.30442 0.21608 -0.011 -0.119 -0.088 -0.11
C 0.14752 -1.83119 -0.78742 0.105 -0.038 0.158 -0.13
C 1.38136 -1.27658 -0.47756 0.230 0.179 -0.045 -0.47
S 2.42127 -0.71536 -1.78648 0.213 -0.129 0.087 1.02
H -0.14890 -1.88849 -1.82371 -0.108 0.021 -0.122 0.10
H -1.63821 -2.72759 -0.03232 -0.117 -0.026 -0.025 0.10
H -0.91551 -2.56710 2.32805 -0.057 -0.031 0.088 0.10
H 1.28864 -1.61103 2.87680 0.017 0.021 0.141 0.12
H 3.36055 -0.90100 2.14922 0.062 0.092 -0.192 0.17
H 4.35266 0.59828 -1.52879 -0.096 -0.077 0.223 0.11
H 2.53560 2.22470 -1.78209 0.059 -0.021 0.032 0.11
H 3.51494 2.54697 -0.33181 -0.089 0.043 -0.016 0.14
H 0.37616 2.08621 -1.53233 0.187 -0.029 0.100 0.14
H -1.29998 3.10935 0.02483 0.029 -0.054 0.111 0.13
H -0.67412 1.94497 1.21572 -0.066 0.066 -0.089 0.12
H -1.45659 0.06219 -0.18917 -0.016 0.072 -0.050 0.09
H -1.99660 1.19077 -1.43860 -0.009 -0.058 -0.136 0.11
H -3.69203 2.12007 0.08430 -0.006 -0.019 0.110 0.12
H -4.31524 0.91883 -1.85093 -0.078 0.018 0.029 0.11
H -5.64073 -0.12410 -1.33895 0.014 0.112 0.009 0.11
```
Forces are in eV/Å.

Its strongest force on any atom is 0.63 eV Å⁻¹. As for the SMILES: CCN(CC)CCCNC(=O)C[C@@H]1Sc2ccccc2NC1=O. As for the LUMO energy: 0.57 eV. As for the relative energy (zero: lowest compared OMol25 entry of this formula, charge and spin): 15.3 kcal per mole.